i.
{
  "formula": "C6H8N2O4",
  "method": "ωB97M-V/def2-TZVPD",
  "gap_ev": [9.1, 9.1],
  "smiles": "COC(=O)[C@]1(O)N=CCC=[N+]1[O-]",
  "species": ["C", "C", "C", "C", "C", "C", "N", "N", "O", "O", "O", "O", "H", "H", "H", "H", "H", "H", "H", "H"],
  "coordinates": [[1.874, 1.003, 1.167], [1.638, 0.290, -1.208], [-1.056, 0.033, 0.399], [2.126, 1.367, -0.293], [0.396, -0.800, 0.588], [-3.301, -0.365, 0.041], [1.166, -0.016, 1.454], [0.891, -0.764, -0.776], [0.376, -1.697, -1.538], [-0.977, 1.167, -0.018], [0.269, -2.140, 0.941], [-2.020, -0.818, 0.563], [2.285, 1.690, 1.949], [1.594, 0.512, -2.281], [1.800, 2.401, -0.581], [3.262, 1.504, -0.553], [-2.928, 0.197, -0.864], [-3.628, 0.233, 0.867], [-3.876, -1.273, 0.071], [0.108, -2.526, 0.072]]
}

---

ii.
{
  "formula": "C6H8N2O4",
  "method": "ωB97M-V/def2-TZVPD",
  "gap_ev": 9.8,
  "smiles": "O=c1cc[nH]c(=O)[nH]1.CC(=O)O",
  "species": ["C", "C", "C", "C", "C", "C", "H", "H", "H", "H", "H", "H", "H", "H", "N", "N", "O", "O", "O", "O"],
  "coordinates": [[-1.954, 0.104, -2.594], [-0.624, 0.763, -2.686], [0.358, 0.557, -1.823], [-1.043, -1.273, -0.813], [1.189, 0.591, 3.090], [1.205, 0.159, 1.688], [-3.035, -1.294, -1.351], [-0.774, 1.576, -3.373], [1.330, 1.096, -1.948], [0.771, -0.775, -0.167], [2.068, 0.090, 4.670], [0.486, 0.681, 1.082], [2.185, 0.460, 1.213], [1.211, -1.008, 1.493], [-2.038, -0.999, -1.711], [0.093, -0.437, -0.892], [-2.989, 0.518, -3.212], [-1.067, -2.210, 0.022], [0.613, 1.564, 3.544], [2.014, -0.161, 3.767]]
}

---

What is the stability order? It is ii, i, from most stable to least stable.

---

i.
{
  "formula": "C30H39N3O6S",
  "method": "ωB97M-V/def2-TZVPD",
  "gap_ev": 7.5,
  "smiles": "CCN(CC)CCN1C(=O)C(=O)/C(=C(/O)c2ccc(S(=O)(=O)N3CCOCC3)cc2)[C@H]1c1ccc(C(C)C)cc1",
  "species": ["C", "H", "H", "H", "C", "N", "C", "C", "N", "C", "O", "C", "O", "C", "C", "O", "H", "C", "C", "C", "C", "C", "C", "H", "H", "S", "O", "O", "N", "C", "C", "H", "H", "O", "C", "C", "H", "H", "H", "H", "H", "H", "H", "H", "C", "C", "C", "C", "C", "C", "C", "H", "H", "C", "C", "H", "H", "H", "C", "H", "H", "H", "H", "H", "H", "H", "H", "H", "H", "H", "C", "H", "H", "C", "H", "H", "H", "H", "H"],
  "coordinates": [[-2.460, -4.622, -2.676], [-1.450, -4.489, -2.299], [-3.120, -4.874, -1.849], [-2.471, -5.449, -3.381], [-2.912, -3.342, -3.374], [-2.589, -2.160, -2.601], [-3.372, -1.978, -1.401], [-2.608, -2.430, -0.138], [-1.407, -1.678, 0.114], [-0.180, -2.134, -0.226], [0.063, -3.171, -0.801], [0.835, -1.124, 0.308], [2.034, -1.175, 0.129], [0.058, -0.161, 1.076], [0.520, 0.765, 1.947], [-0.358, 1.441, 2.719], [0.112, 2.057, 3.298], [1.955, 1.022, 2.135], [2.500, 0.989, 3.419], [3.865, 1.119, 3.593], [4.669, 1.299, 2.486], [4.136, 1.414, 1.217], [2.774, 1.277, 1.037], [2.342, 1.358, 0.053], [4.799, 1.602, 0.388], [6.453, 1.271, 2.664], [7.012, 1.902, 1.506], [6.805, 1.768, 3.963], [6.931, -0.324, 2.609], [6.550, -1.059, 1.427], [5.182, -1.763, 1.626], [4.406, -1.367, 0.971], [5.284, -2.842, 1.439], [4.703, -1.561, 2.939], [5.642, -1.970, 3.904], [6.908, -1.085, 3.834], [6.941, -0.355, 4.642], [7.813, -1.700, 3.880], [5.903, -3.026, 3.741], [5.143, -1.875, 4.870], [7.334, -1.794, 1.217], [6.522, -0.341, 0.608], [4.318, 1.068, 4.570], [1.864, 0.801, 4.273], [-1.409, -0.445, 0.877], [-2.094, 0.692, 0.149], [-3.375, 1.093, 0.501], [-4.010, 2.108, -0.190], [-3.380, 2.755, -1.247], [-2.092, 2.359, -1.584], [-1.456, 1.340, -0.899], [-0.455, 1.044, -1.180], [-1.580, 2.851, -2.399], [-4.068, 3.856, -2.014], [-4.405, 5.033, -1.095], [-3.506, 5.398, -0.602], [-5.119, 4.736, -0.331], [-4.839, 5.847, -1.671], [-5.327, 3.329, -2.706], [-5.784, 4.114, -3.303], [-5.079, 2.496, -3.361], [-6.056, 2.986, -1.975], [-3.380, 4.214, -2.787], [-5.009, 2.397, 0.101], [-3.883, 0.605, 1.322], [-1.920, -0.607, 1.838], [-3.268, -2.338, 0.730], [-2.298, -3.469, -0.258], [-4.306, -2.557, -1.443], [-3.636, -0.924, -1.282], [-2.377, -0.964, -3.384], [-1.975, -0.199, -2.716], [-1.609, -1.191, -4.128], [-3.618, -0.406, -4.094], [-4.397, -0.167, -3.372], [-4.013, -1.128, -4.804], [-3.356, 0.502, -4.632], [-3.993, -3.406, -3.596], [-2.379, -3.261, -4.324]]
}

---

ii.
{
  "formula": "C30H39N3O6S",
  "method": "ωB97M-V/def2-TZVPD",
  "gap_ev": 8.4,
  "smiles": "CCN(CC)CCN1C(=O)C(=O)/C(=C(/O)c2ccc(S(=O)(=O)N3CCOCC3)cc2)[C@H]1c1ccc(C(C)C)cc1",
  "species": ["C", "H", "H", "H", "C", "N", "C", "C", "N", "C", "O", "C", "O", "C", "C", "O", "H", "C", "C", "C", "C", "C", "C", "H", "H", "S", "O", "O", "N", "C", "C", "H", "H", "O", "C", "C", "H", "H", "H", "H", "H", "H", "H", "H", "C", "C", "C", "C", "C", "C", "C", "H", "H", "C", "C", "H", "H", "H", "C", "H", "H", "H", "H", "H", "H", "H", "H", "H", "H", "H", "C", "H", "H", "C", "H", "H", "H", "H", "H"],
  "coordinates": [[6.867, -0.571, -0.667], [7.518, -1.441, -0.706], [7.488, 0.320, -0.677], [6.312, -0.597, 0.267], [5.915, -0.588, -1.869], [4.932, 0.479, -1.927], [3.954, 0.424, -0.859], [2.594, 0.962, -1.341], [1.524, 0.575, -0.458], [1.082, 1.359, 0.554], [1.491, 2.467, 0.815], [-0.020, 0.577, 1.267], [-0.662, 0.949, 2.223], [-0.139, -0.682, 0.542], [-1.080, -1.617, 0.787], [-1.255, -2.735, 0.071], [-0.674, -2.752, -0.706], [-2.026, -1.440, 1.915], [-3.235, -0.789, 1.695], [-4.086, -0.546, 2.758], [-3.724, -0.962, 4.024], [-2.547, -1.648, 4.247], [-1.690, -1.888, 3.187], [-0.757, -2.406, 3.346], [-2.319, -1.986, 5.245], [-4.777, -0.544, 5.418], [-6.098, -0.306, 4.915], [-4.578, -1.528, 6.440], [-4.224, 0.893, 6.017], [-4.454, 2.103, 5.262], [-3.182, 2.549, 4.529], [-2.922, 1.839, 3.730], [-3.317, 3.543, 4.099], [-2.106, 2.658, 5.433], [-1.822, 1.410, 6.024], [-3.028, 0.910, 6.828], [-2.877, -0.101, 7.204], [-3.201, 1.587, 7.673], [-0.965, 1.573, 6.680], [-1.551, 0.685, 5.241], [-4.756, 2.889, 5.965], [-5.273, 1.906, 4.573], [-5.029, -0.040, 2.624], [-3.493, -0.460, 0.700], [0.875, -0.713, -0.578], [0.213, -0.886, -1.928], [0.474, -1.996, -2.721], [-0.163, -2.147, -3.941], [-1.069, -1.200, -4.398], [-1.321, -0.089, -3.598], [-0.692, 0.067, -2.379], [-0.895, 0.935, -1.768], [-2.017, 0.666, -3.929], [-1.757, -1.376, -5.727], [-1.392, -0.237, -6.681], [-1.745, 0.718, -6.299], [-1.847, -0.405, -7.655], [-0.313, -0.178, -6.809], [-3.273, -1.468, -5.544], [-3.525, -2.275, -4.859], [-3.673, -0.540, -5.144], [-3.754, -1.664, -6.500], [-1.409, -2.316, -6.169], [0.053, -3.016, -4.546], [1.187, -2.740, -2.393], [1.613, -1.518, -0.428], [2.602, 2.053, -1.367], [2.392, 0.576, -2.344], [4.261, 0.987, 0.037], [3.824, -0.622, -0.572], [5.486, 1.814, -2.102], [4.644, 2.509, -2.090], [6.156, 2.095, -1.274], [6.216, 1.971, -3.431], [5.604, 1.574, -4.237], [7.172, 1.454, -3.429], [6.403, 3.025, -3.620], [5.362, -1.533, -1.873], [6.498, -0.551, -2.791]]
}

---

What is the stability order? It is ii, i, from most stable to least stable.